Entry 1:
# C16H54BF4N4O8

A cluster of 9 separate species, C16H54BF4N4O8 in total in a non-equilibrium geometry (ωB97M-V/def2-TZVPD, the OMol25 dataset).

XYZ file:
```
87
Properties=species:S:1:pos:R:3:lowdin_charge:R:1
O 2.352 1.596 -3.023 0.371
H 3.150 1.428 -3.530 0.190
H 1.593 1.675 -3.606 0.172
H 2.255 0.880 -2.392 0.097
O -1.749 0.204 -4.806 0.311
H -1.579 -0.250 -5.635 0.178
H -1.134 0.888 -4.531 0.161
H -1.931 -0.473 -4.150 0.061
B 0.446 -0.187 -1.385 -1.592
F -0.026 -0.775 -2.513 0.161
F 1.760 -0.167 -1.280 0.239
F 0.071 1.109 -1.447 0.182
F -0.117 -0.799 -0.347 0.226
C 6.202 -2.442 0.456 -0.062
C 5.098 -1.717 -0.354 -0.419
C 5.058 -2.181 -1.887 -0.156
O 6.149 -1.513 -2.591 -0.217
C 6.652 -2.213 -3.768 -0.097
N 3.881 -2.159 0.256 0.029
H 7.229 -2.234 0.154 0.077
H 6.007 -3.514 0.460 0.074
H 6.132 -2.196 1.516 0.077
H 5.177 -0.652 -0.134 0.134
H 4.158 -1.845 -2.402 0.093
H 5.077 -3.268 -1.961 0.124
H 7.380 -1.532 -4.209 0.083
H 5.911 -2.495 -4.516 0.074
H 7.118 -3.172 -3.538 0.082
H 3.147 -1.917 -0.394 0.035
H 3.965 -3.161 0.158 0.067
C 0.732 1.237 3.418 -0.055
C 0.727 2.453 2.456 -0.415
C 1.412 3.788 2.922 -0.222
O 0.702 4.159 4.063 -0.182
C 1.349 5.311 4.698 -0.068
N 1.365 1.997 1.255 0.035
H 0.260 0.304 3.111 0.058
H 0.325 1.543 4.381 0.069
H 1.771 0.985 3.630 0.077
H -0.330 2.663 2.291 0.117
H 1.378 4.555 2.148 0.117
H 2.484 3.622 3.030 0.122
H 1.123 6.221 4.142 0.082
H 2.423 5.143 4.787 0.084
H 0.939 5.512 5.688 0.083
H 0.622 1.483 0.803 0.047
H 1.595 2.753 0.626 0.066
C -3.356 2.450 5.045 -0.042
C -3.132 1.712 3.719 -0.464
C -4.002 0.498 3.407 -0.159
O -3.776 0.080 2.037 -0.213
C -2.710 -0.835 1.781 -0.086
N -3.285 2.601 2.620 0.039
H -2.875 3.424 5.137 0.077
H -3.001 1.926 5.932 0.076
H -4.414 2.686 5.156 0.074
H -2.091 1.391 3.673 0.106
H -5.009 0.900 3.512 0.126
H -3.899 -0.293 4.150 0.129
H -1.794 -0.539 2.293 0.074
H -2.453 -0.941 0.727 0.054
H -2.945 -1.839 2.134 0.087
H -3.433 1.958 1.855 0.049
H -4.163 3.099 2.625 0.077
C -4.370 -3.332 -2.345 -0.032
C -3.920 -1.992 -3.007 -0.393
C -4.090 -0.741 -2.152 -0.175
O -3.618 0.415 -2.839 -0.221
C -3.261 1.518 -2.007 -0.058
N -2.552 -2.027 -3.412 0.044
H -4.184 -4.281 -2.847 0.079
H -5.456 -3.385 -2.268 0.078
H -4.027 -3.493 -1.323 0.074
H -4.521 -1.829 -3.902 0.142
H -3.726 -0.909 -1.138 0.118
H -5.154 -0.541 -2.027 0.137
H -4.058 1.817 -1.327 0.099
H -3.000 2.366 -2.640 0.090
H -2.370 1.131 -1.512 0.078
H -2.408 -2.892 -3.913 0.110
H -1.918 -1.979 -2.627 0.081
O -0.967 -3.493 -0.293 -0.039
H -0.489 -2.718 0.001 0.007
H -1.336 -3.865 0.508 0.045
O 1.409 -3.069 -2.501 -0.037
H 1.008 -2.205 -2.594 -0.021
H 1.037 -3.420 -1.692 0.020
```

As for the relative energy (zero: lowest compared OMol25 entry of this formula, charge and spin): 51.31 kcal per mole. As for the LUMO energy: -0.173 hartree. Its multiplicity is 1. Its charge is +1. For the orbital gap, the calculation gives 5.90 eV. The electronic energy comes out at -1887.0220 Eh. The calculation puts the HOMO energy at -0.3895 Ha.


Entry 2:
# C3H9N3

The molecule C3H9N3 in a non-equilibrium geometry (ωB97M-V/def2-TZVPD, the OMol25 dataset).

XYZ file:
```
15
Properties=species:S:1:pos:R:3:nbo_charge:R:1
C -2.726 0.551 -0.214 -0.169
N -1.605 0.032 0.126 -0.227
N -0.494 0.200 -0.693 -0.462
C 0.566 -0.764 -0.542 -0.234
C 1.370 -0.584 0.789 -0.225
N 1.858 0.761 1.069 -0.841
H -2.877 1.036 -1.198 0.147
H -3.534 0.434 0.493 0.192
H -0.730 0.371 -1.680 0.343
H 0.245 -1.801 -0.624 0.180
H 1.241 -0.499 -1.381 0.188
H 0.726 -0.984 1.613 0.198
H 2.265 -1.257 0.773 0.191
H 2.586 1.050 0.405 0.353
H 1.109 1.453 1.064 0.367
```

As for the relative energy (zero: lowest compared OMol25 entry of this formula, charge and spin): 44.77 kcal per mole. As for the LUMO energy: 0.039 hartree. Its multiplicity is 1. As for the SMILES: C=NNCCN. For the orbital gap, the calculation gives 9.84 eV. The electronic energy comes out at -283.9118 Eh. The calculation puts the HOMO energy at -0.3226 Ha.